Record 1
Here is an isolated ion of composition C4H9N2O and charge +1 from OMol25. Energies are from ωB97M-V with the def2-TZVPD basis set.

```
! RIJCOSX wB97M-V def2-TZVPD def2/J DEFGRID3
* xyz 1 1
O -0.6746 2.0031 -0.3344
N -0.6267 -0.6926 0.1962
N 1.0320 -0.5960 1.7263
C 1.7982 -0.9414 -0.4705
C -1.6985 -0.1686 -0.2512
C -1.7893 1.2267 -0.6920
C 0.6828 -0.6088 0.4858
H -2.0789 1.3066 -1.8377
H -2.5213 -0.8086 -0.5036
H -2.6382 1.7649 -0.1643
H 1.9279 -0.9766 1.9698
H 1.3398 -1.4379 -1.1962
H 2.1049 0.0476 -0.7450
H 2.5546 -1.5076 0.0436
H 0.2259 1.6195 -0.6287
H 0.3612 -0.2305 2.4019
*
```

Values from the calculation:
Kohn-Sham gap: 0.40268 hartree
SMILES string: CC(=[NH2+])/N=C\CO
electronic energy: -9313.565 eV
energy relative to the best compared isomer or geometry (same formula, charge and spin): 236.42 kJ/mol
HOMO: -14.990 eV


Record 2
Here is a 2-piece molecular cluster, C3H5NO4 overall from OMol25. Energies are from ωB97M-V with the def2-TZVPD basis set.

```
! RIJCOSX wB97M-V def2-TZVPD def2/J DEFGRID3
* xyz 0 1
O 0.6200 -0.7503 0.1787
O -1.2833 -0.4048 2.2426
O -1.7262 -1.9762 0.7671
O -0.3786 2.5886 -0.0530
N 0.3133 1.4610 0.3064
C 1.5041 -0.5743 -1.0008
C -1.6700 -1.4537 1.7666
C -0.2503 0.3434 0.1761
H -1.1764 2.3659 -0.5566
H 1.1017 -0.0850 -1.9755
H 1.7551 -1.6877 -0.9788
H -1.2589 0.1152 -0.1496
H 2.4493 0.0580 -0.7232
*
```

Values from the calculation:
Kohn-Sham gap: 0.32064 hartree
SMILES string: CO/C=N/O.O=C=O
electronic energy: -12867.661 eV
energy relative to the best compared isomer or geometry (same formula, charge and spin): 503.06 kJ/mol
HOMO: -9.562 eV


Record 3
Here is a 2-piece molecular cluster, C7H17BrOSi overall from OMol25. Energies are from ωB97M-V with the def2-TZVPD basis set.

```
! RIJCOSX wB97M-V def2-TZVPD def2/J DEFGRID3
* xyz 0 1
Br 1.9268 -0.6375 -2.0043
Si 1.1081 -0.6922 0.0678
O 2.2241 -1.5589 0.9494
C -0.7643 2.1698 -1.1055
C -2.1678 2.1217 -0.5829
C -0.4786 -2.6231 1.3172
C 3.3756 -1.1034 1.6246
C 0.0295 3.3442 -1.4033
C -0.3424 -1.9160 0.0051
C -1.6197 -1.2110 -0.3952
H -0.3826 4.3660 -1.1924
H -0.7587 -1.8854 2.0427
H 0.4495 -3.0328 1.5742
H -2.5229 -1.6832 -0.2788
H -1.1509 -3.4094 1.3341
H -1.9672 1.7873 0.5301
H -1.5444 -0.6979 -1.3306
H 3.7771 -0.1230 1.2512
H -1.7789 -0.4155 0.2813
H -2.6631 1.4030 -1.0916
H -0.4725 1.2243 -1.4552
H -2.6711 3.0268 -0.4511
H 0.4554 3.1108 -2.4006
H 4.0596 -1.9001 1.6312
H 0.8581 3.4242 -0.5532
H 0.0144 -2.4199 -0.9232
H 3.0071 -0.6689 2.5588
*
```

Values from the calculation:
Kohn-Sham gap (alpha / beta): 0.21698 / 0.31202 hartree
electronic energy: -87499.682 eV
energy relative to the best compared isomer or geometry (same formula, charge and spin): 344.55 kJ/mol
HOMO (alpha / beta): -7.071 / -7.756 eV


Record 4
Here is a 6-piece molecular cluster, C38H63ClF2NO5Si overall from OMol25. Energies are from ωB97M-V with the def2-TZVPD basis set.

```
! RIJCOSX wB97M-V def2-TZVPD def2/J DEFGRID3
* xyz -1 1
Cl 4.7837 -4.5019 0.7416
Si 1.2503 3.6352 0.3931
F 2.3694 0.4926 -1.5515
F 3.8350 0.4224 0.2820
O -4.3845 4.7636 -2.1537
O 2.1756 5.0842 5.3536
O 2.1229 -2.5812 4.2256
O 0.2231 -2.8873 -4.1412
O -4.3398 -5.0007 0.0011
N -3.0916 -0.7106 -0.5438
C 2.4619 -1.5907 -0.1626
C 2.2767 5.4112 -3.6188
C 3.9391 -2.1257 -0.6008
C 3.6067 4.6980 -3.9905
C 2.5678 4.2771 6.1744
C -3.9544 1.3003 0.6092
C 1.4637 0.6993 0.8421
C 4.4028 -2.0648 2.0672
C 1.4815 -2.1635 -1.3028
C -3.4794 3.8980 -4.1727
C 1.9603 -3.7353 4.5674
C 0.5424 1.8675 0.2231
C -0.2688 4.8425 0.5522
C -4.4715 4.6912 -3.3643
C 0.0191 -1.5083 -1.3208
C 1.4986 5.1505 -2.2788
C 3.9837 3.7653 6.1532
C 3.4574 3.4409 -1.6353
C -3.6832 0.0945 -1.6197
C -4.2344 1.3696 -0.9357
C -3.2176 -0.0548 0.7337
C -6.6764 -4.5947 0.1523
C 4.8339 -2.6351 0.6364
C -0.8017 -4.8935 -4.8957
C 2.3365 -4.2037 5.9492
C -0.9822 -2.1873 -0.2230
C 2.1045 4.1079 -1.2628
C 2.3193 3.9310 1.9502
C -0.2674 -2.9243 -6.4661
C 4.2146 3.7086 -2.9568
C -5.5365 -6.6101 1.2765
C -0.2377 -3.5086 -5.0777
C -5.5755 5.3912 -4.1132
C -2.4780 -2.0497 -0.8378
C 1.3749 -4.7526 3.6248
C -5.4148 -5.3669 0.4351
C 1.6562 3.7503 7.2513
C 2.4939 0.0298 -0.1824
H 2.4171 5.0630 2.1786
H -6.1827 4.6591 -4.6501
H 0.0458 5.9449 0.5470
H -2.5164 -2.1869 -1.9693
H -6.1936 -7.3299 0.7835
H 4.5238 4.2299 5.3254
H 3.0972 -4.9848 5.8826
H 0.3167 -3.5494 -7.1452
H -0.7356 -3.3069 -0.1139
H -0.9156 4.6982 -0.3957
H -4.7679 2.2695 -1.3794
H 5.9266 -2.3451 0.3863
H -0.2414 -5.6064 -5.5049
H -1.8577 -4.9048 -5.1751
H -3.7465 -0.1521 -2.7351
H -5.1500 6.1152 -4.8115
H 1.8641 6.1591 -4.3864
H 1.1530 -4.2735 2.6681
H -5.9283 -6.3542 2.2634
H 2.0063 -2.0005 -2.3218
H 4.1405 4.8761 -4.9782
H 0.6690 4.2051 7.1441
H -0.8323 -1.5896 0.7364
H 2.7450 -3.3647 6.5170
H 3.3156 -2.2572 2.3496
H -0.7139 -5.1846 -3.8466
H 1.3873 -3.3040 -1.1477
H -0.8643 4.6263 1.5139
H -0.4459 -1.7867 -2.3436
H 5.1862 3.1493 -3.1444
H 0.1707 -1.9240 -6.4467
H -7.1187 -4.2491 1.0891
H 0.5200 5.7169 -2.0706
H 0.0133 -0.3690 -1.2742
H -3.9935 3.0994 -4.7124
H 2.0279 1.1504 1.7455
H -0.4673 1.8641 0.7947
H -2.7866 -0.5680 1.6663
H -7.3842 -5.2249 -0.3908
H -2.9606 4.5555 -4.8739
H 1.4519 -4.5801 6.4680
H 4.4863 4.0233 7.0881
H -1.2996 -2.8478 -6.8154
H 3.9855 2.6828 6.0085
H 4.4835 -1.3923 -1.3053
H 0.4470 -5.1535 4.0398
H 3.4004 3.5540 1.8114
H 3.7257 -3.0627 -1.2499
H -6.2137 5.9224 -3.4036
H -4.5499 -7.0626 1.3981
H 2.0929 -5.5580 3.4546
H 3.9165 2.7078 -0.8820
H 5.0367 -2.6449 2.8495
H 0.2612 1.6920 -0.8800
H 2.0554 4.0075 8.2350
H -3.1320 -2.8688 -0.3633
H -2.7426 3.4495 -3.5025
H 0.7810 -0.1086 1.2687
H 4.7069 -0.9583 2.2128
H -4.2122 2.0434 1.4375
H 1.8185 3.4757 2.8775
H -6.4377 -3.7249 -0.4638
H 1.5549 2.6671 7.1554
*
```

Values from the calculation:
Kohn-Sham gap: 0.15110 hartree
electronic energy: -77981.766 eV
energy relative to the best compared isomer or geometry (same formula, charge and spin): 594.22 kJ/mol
HOMO: -1.945 eV


Record 5
Here is C5H6O as an isolated structure from OMol25. Energies are from ωB97M-V with the def2-TZVPD basis set.

```
! RIJCOSX wB97M-V def2-TZVPD def2/J DEFGRID3
* xyz 0 1
O -2.0220 -1.4164 -0.4351
C 0.3902 -1.1502 -0.5946
C 0.5031 0.9316 0.4516
C 1.2256 -0.1116 -0.2660
C -0.9599 0.6953 0.1750
C -1.0045 -0.7691 -0.3082
H -1.6341 0.9152 1.0073
H -1.3040 1.2902 -0.6875
H 2.3104 -0.0509 -0.3034
H 0.7162 -2.1574 -0.7898
H 0.8854 -0.1189 1.0939
H 0.8936 1.9421 0.6569
*
```

Values from the calculation:
Kohn-Sham gap: 0.33374 hartree
electronic energy: -7326.914 eV
energy relative to the best compared isomer or geometry (same formula, charge and spin): 228.75 kJ/mol
HOMO: -8.567 eV


Record 6
Here is an isolated molecule of C18H24F2N4O6S from OMol25. Energies are from ωB97M-V with the def2-TZVPD basis set.

```
! RIJCOSX wB97M-V def2-TZVPD def2/J DEFGRID3
* xyz 0 1
S -2.9102 1.6894 1.0982
F -0.2972 0.2866 1.2090
F -0.2439 4.4062 -2.3044
O 5.1533 1.1967 1.0130
O -3.9597 2.5262 0.5994
O -0.9284 -3.0873 -0.7768
O -1.1283 0.1404 -2.0970
O -4.9743 -1.2824 0.2969
O -2.6159 1.7080 2.4982
N -2.7824 -1.3743 -1.6744
N 0.7413 -1.6484 -1.3588
N 3.0424 -0.6359 0.4124
N -3.1693 0.1151 0.5957
C -3.8928 -0.4628 -1.6880
C 0.8856 2.6270 -1.2660
C -1.4164 3.1336 -0.7128
C 3.9348 1.2435 1.7171
C -4.3271 -0.1518 -0.2404
C -4.5092 -1.4761 1.6197
C 4.3232 -0.6810 -0.2813
C 1.8517 -2.4306 -0.8796
C 3.2576 -0.1266 1.7648
C 4.9476 0.7148 -0.2915
C 2.3883 -1.9369 0.4682
C -1.4181 2.0874 0.1873
C -1.5124 -0.9556 -1.7188
C -0.5331 -2.0288 -1.2355
C -3.0718 -0.9536 1.5761
C -0.2593 3.3901 -1.4277
C -0.2799 1.3228 0.3506
C 0.8772 1.5758 -0.3670
H 3.8923 -0.8169 2.3457
H 0.8961 -0.7080 -1.6995
H 1.7624 2.8527 -1.8526
H 2.2911 -0.0344 2.2639
H -4.7384 -0.9025 -2.2192
H 1.4775 -3.4486 -0.7417
H 3.2604 1.9756 1.2474
H -4.5900 -2.5376 1.8508
H 4.1707 -1.0062 -1.3113
H 1.7376 0.9338 -0.2210
H -2.3752 -1.7184 1.2187
H -2.9263 -2.2884 -1.2570
H -4.9856 0.7303 -0.2332
H -2.7217 -0.5422 2.5202
H -5.1129 -0.8888 2.3242
H 4.2909 1.4032 -0.8462
H 5.0176 -1.3819 0.2132
H 4.1776 1.5780 2.7268
H 2.6365 -2.4415 -1.6389
H 5.9291 0.6898 -0.7679
H 3.0721 -2.7059 0.8670
H -2.3117 3.7178 -0.8499
H -3.5647 0.4554 -2.1783
H 1.5410 -1.8471 1.1523
*
```

Values from the calculation:
Kohn-Sham gap: 0.36620 hartree
SMILES string: O=C(NCCN1CCOCC1)C(=O)NC[C@H]1OCCN1S(=O)(=O)c1cc(F)ccc1F
electronic energy: -53571.058 eV
HOMO: -9.350 eV


Q: electronic energy of number 2 (C3H5NO4)?
A: -12867.661 eV